(1)
12
Properties=species:S:1:pos:R:3 method="wB97M-V/def2-TZVPD" spin_multiplicity=1 de_lowest_kj_mol=260.6 homo_ev=-7.8829 orbital_gap_ev=8.54
C -0.51 1.24 0.13
C -1.34 0.24 0.16
C 0.91 0.99 -0.01
C 0.25 -1.22 -0.32
O 1.12 -0.40 0.24
O 0.00 -2.43 0.13
Cl -3.00 0.18 -0.04
H -0.85 2.24 0.35
H 1.23 1.13 -1.01
H 1.51 1.62 0.68
H 0.21 -0.99 -1.38
H 0.47 -2.60 1.06

***

(2)
14
Properties=species:S:1:pos:R:3 method="wB97M-V/def2-TZVPD" spin_multiplicity=1 de_lowest_kj_mol=382.7 homo_ev=-8.6141 orbital_gap_ev=9.35
C 1.89 0.73 0.60
C 0.81 0.37 -0.34
C -2.08 -0.53 -0.43
C -1.20 0.03 0.62
O 2.90 -1.01 -1.26
S 1.98 -0.98 -0.13
H 2.63 1.45 0.29
H 1.67 0.73 1.65
H 0.65 0.85 -1.29
H -2.22 0.17 -1.25
H -3.06 -0.74 0.00
H -1.68 -1.47 -0.82
H -0.88 -0.64 1.41
H -1.40 1.04 0.94

***

(3)
38
Properties=species:S:1:pos:R:3 method="wB97M-V/def2-TZVPD" spin_multiplicity=1 de_lowest_kj_mol=0.0 homo_ev=-3.8384 orbital_gap_ev=6.64 total_charge=-1
C -0.08 -1.36 1.50
C -0.86 -0.28 2.26
S -2.68 -0.56 2.39
C -0.38 -1.53 0.04
N 0.04 -0.39 -0.80
C -1.05 0.05 -1.75
C -0.62 1.42 -2.25
O -0.56 2.39 -1.18
H 0.98 -1.14 1.58
H -0.23 -2.34 1.91
H -0.46 -0.26 3.25
H -0.67 0.68 1.75
H -2.68 0.93 0.87
H -1.41 -1.65 -0.17
H 0.19 -2.39 -0.29
H 0.21 0.41 -0.20
H -1.02 -0.71 -2.49
H -2.03 0.13 -1.30
H 0.42 1.44 -2.61
H -1.24 1.84 -3.03
H -3.39 -1.41 -0.19
H -4.00 -0.13 -0.68
O -3.85 -1.04 -0.92
H 3.20 2.08 1.89
H 2.66 2.84 0.65
O 3.50 2.52 1.06
H -1.37 2.25 -0.68
H -3.79 2.00 0.61
O -3.00 1.61 0.22
H 2.77 -1.92 -0.71
H 3.69 -2.95 0.00
O 3.31 -2.09 0.09
H 1.34 -1.22 -1.99
H 2.48 -0.37 -2.57
O 2.29 -1.27 -2.33
H 4.21 1.02 0.02
H 4.55 -0.49 0.01
O 4.77 0.35 -0.44

***

(4)
94
Properties=species:S:1:pos:R:3 method="wB97M-V/def2-TZVPD" spin_multiplicity=1 homo_ev=-9.2537 orbital_gap_ev=5.81 total_charge=+1
Al -0.08 0.08 0.28
C -2.26 -5.53 -1.53
C -1.67 -5.29 -0.14
C -0.75 -4.11 -0.11
C 0.60 -4.10 -0.26
C 1.52 -5.27 -0.38
C 2.06 -5.72 0.98
C 1.01 -2.72 -0.22
C 2.32 -2.31 -0.27
C 2.73 -1.00 -0.17
C 4.11 -0.59 -0.18
C 5.28 -1.50 -0.36
C 5.55 -1.84 -1.83
C 4.11 0.77 -0.04
C 2.73 1.17 0.05
C 2.32 2.48 0.14
C 1.01 2.89 0.11
N -0.08 2.04 0.06
C -1.16 2.89 0.01
C -2.48 2.48 -0.03
C -2.88 1.16 -0.02
N -2.04 0.08 0.04
C -2.88 -1.01 0.06
C -2.47 -2.32 0.08
C -1.15 -2.73 -0.01
N -0.07 -1.88 -0.07
C -4.26 -0.61 0.03
C -4.26 0.75 -0.04
C -5.44 1.67 -0.08
C -5.82 2.20 1.31
C -5.44 -1.53 0.00
C -5.72 -2.06 -1.41
C -0.76 4.27 0.01
C 0.60 4.27 0.08
C 1.54 5.44 0.06
C 2.09 5.72 -1.35
C -1.68 5.44 -0.11
C -2.14 5.69 -1.55
N 1.89 0.09 -0.04
C 5.28 1.70 -0.04
C 5.53 2.32 -1.43
H -2.94 -6.38 -1.52
H -1.47 -5.73 -2.26
H -2.81 -4.65 -1.88
H -1.12 -6.17 0.18
H -2.48 -5.15 0.59
H 2.35 -5.04 -1.05
H 0.98 -6.10 -0.85
H 2.65 -4.92 1.44
H 2.70 -6.60 0.88
H 1.24 -5.97 1.66
H 3.09 -3.06 -0.39
H 5.12 -2.42 0.20
H 6.17 -1.04 0.07
H 4.69 -2.33 -2.29
H 6.41 -2.51 -1.92
H 5.77 -0.94 -2.40
H 3.08 3.24 0.18
H -3.24 3.24 -0.07
H -3.23 -3.09 0.12
H -6.30 1.14 -0.51
H -5.24 2.50 -0.75
H -6.06 1.37 1.98
H -6.69 2.86 1.25
H -4.99 2.76 1.75
H -6.31 -1.01 0.37
H -5.27 -2.37 0.68
H -5.92 -1.24 -2.10
H -6.59 -2.73 -1.41
H -4.86 -2.62 -1.80
H 2.36 5.26 0.75
H 1.01 6.32 0.42
H 2.66 4.86 -1.72
H 2.75 6.59 -1.33
H 1.28 5.91 -2.05
H -1.18 6.33 0.27
H -2.56 5.28 0.53
H -1.28 5.92 -2.19
H -2.83 6.53 -1.60
H -2.63 4.82 -1.97
H 6.17 1.16 0.28
H 5.13 2.50 0.69
H 5.72 1.54 -2.17
H 6.39 2.98 -1.41
H 4.66 2.89 -1.77
C 1.46 -1.59 3.11
C 0.45 -0.50 3.17
N 0.05 -0.03 4.34
O -0.03 0.00 2.13
H 1.75 -1.94 4.10
H 2.33 -1.23 2.57
H 1.04 -2.42 2.54
H 0.41 -0.41 5.20
H -0.63 0.71 4.38

***

(5)
19
Properties=species:S:1:pos:R:3 method="wB97M-V/def2-TZVPD" spin_multiplicity=1 de_lowest_kj_mol=518.1 homo_ev="-7.0474 / -8.4797" orbital_gap_ev="6.22 / 7.89"
C 0.79 -1.54 0.75
C -0.36 -0.05 -1.00
C -0.18 -0.71 0.30
C 2.39 0.80 -0.12
C -2.02 0.94 0.04
C 1.86 -1.72 -0.19
C 2.42 -0.29 -0.75
C -2.93 1.95 0.37
N -1.39 0.74 -1.12
S -1.44 -0.18 1.35
Cl 2.38 1.05 1.48
H 0.77 -1.69 1.89
H 2.70 -2.33 0.14
H 1.50 -2.27 -1.11
H 0.55 -0.71 -1.56
H 2.31 -0.36 -1.84
H -3.21 2.50 -0.55
H -2.42 2.49 1.18
H -3.72 1.37 0.74

***

(6)
109
Properties=species:S:1:pos:R:3 method="wB97M-V/def2-TZVPD" spin_multiplicity=1 homo_ev=-9.2281 orbital_gap_ev=8.79
C -4.80 2.62 -1.66
C -3.36 2.11 -1.79
C -2.59 2.86 -2.88
O -1.24 3.15 -2.49
C -1.10 4.33 -1.81
C -1.13 5.57 -2.48
C -1.28 5.58 -3.97
C -0.29 4.68 -4.68
O -0.54 4.08 -5.65
I 1.70 4.53 -3.83
C -0.98 6.75 -1.72
Cl -1.02 8.28 -2.53
C -0.79 6.75 -0.33
N -0.63 7.97 0.39
C -0.75 5.51 0.28
C -0.87 4.33 -0.44
C -0.70 3.21 0.55
O -0.31 2.11 0.31
N -0.94 3.76 1.85
C -2.31 3.49 2.32
C -2.43 2.08 2.93
C -3.36 1.12 2.17
C -2.60 0.08 1.37
O -3.41 -1.08 1.18
C -2.94 -1.81 0.06
C -0.60 5.15 1.71
O -0.22 5.86 2.59
H -4.79 3.53 -1.07
H -5.40 1.90 -1.12
H -5.26 2.82 -2.63
H -2.86 2.33 -0.85
H -3.38 1.04 -1.96
H -2.55 2.27 -3.79
H -3.13 3.77 -3.10
H -1.10 6.57 -4.37
H -2.27 5.27 -4.28
H -1.46 8.21 0.92
H 0.14 7.89 1.04
H -3.03 3.64 1.52
H -2.54 4.21 3.09
H -1.44 1.63 2.90
H -2.71 2.13 3.97
H -3.94 0.56 2.90
H -4.09 1.64 1.56
H -2.36 0.47 0.38
H -1.67 -0.19 1.87
H -3.26 -2.84 0.14
H -1.85 -1.81 0.03
H -3.29 -1.36 -0.88
C -5.11 -7.42 1.73
C -3.75 -6.74 1.65
O -3.82 -5.32 1.57
C -4.45 -4.67 2.66
C -3.77 -4.91 4.00
H -5.72 -7.14 0.87
H -4.98 -8.50 1.73
H -5.66 -7.14 2.63
H -3.24 -7.05 0.74
H -3.12 -7.05 2.49
H -5.51 -4.93 2.71
H -4.40 -3.60 2.43
H -3.79 -5.96 4.29
H -4.27 -4.34 4.78
H -2.73 -4.60 3.95
C -0.17 -2.65 4.60
C 0.19 -1.23 5.02
O -0.94 -0.49 5.44
C -1.66 -1.00 6.54
C -0.84 -1.11 7.82
H -0.92 -2.62 3.81
H 0.71 -3.18 4.24
H -0.58 -3.22 5.43
H 0.60 -0.69 4.17
H 0.96 -1.23 5.79
H -2.12 -1.97 6.29
H -2.48 -0.30 6.70
H -0.01 -1.81 7.71
H -1.46 -1.47 8.64
H -0.42 -0.14 8.09
C 5.94 0.29 -4.06
C 6.10 1.69 -3.47
O 4.87 2.31 -3.13
C 4.08 1.64 -2.16
C 4.77 1.46 -0.82
H 5.31 0.31 -4.94
H 6.92 -0.11 -4.34
H 5.50 -0.40 -3.34
H 6.55 2.34 -4.22
H 6.77 1.67 -2.61
H 3.74 0.67 -2.56
H 3.19 2.25 -2.03
H 5.67 0.83 -0.90
H 4.10 0.98 -0.12
H 5.08 2.42 -0.42
C 7.15 -5.11 -5.92
C 7.29 -3.71 -5.35
O 6.06 -3.11 -5.00
C 5.28 -3.77 -4.03
C 5.98 -3.93 -2.68
H 6.51 -5.10 -6.80
H 8.13 -5.50 -6.21
H 6.72 -5.81 -5.20
H 7.74 -3.06 -6.10
H 7.97 -3.71 -4.49
H 4.94 -4.74 -4.40
H 4.39 -3.16 -3.90
H 6.87 -4.55 -2.76
H 5.30 -4.41 -1.97
H 6.27 -2.96 -2.29

***

(7)
13
Properties=species:S:1:pos:R:3 method="wB97M-V/def2-TZVPD" spin_multiplicity=1 de_lowest_kj_mol=268.1 homo_ev=-10.2480 orbital_gap_ev=10.77
C -0.37 0.69 0.80
C 0.19 -0.26 -0.29
C -1.21 -1.00 -0.75
F -1.28 -1.75 0.50
N 1.50 0.55 -1.10
C 2.54 0.84 -0.49
O 3.29 1.30 0.27
H 0.06 0.78 1.75
H -1.41 0.33 0.98
H -0.51 1.70 0.34
H 0.60 -1.11 0.21
H -1.22 -1.76 -1.48
H -2.19 -0.32 -0.74

***

(8)
56
Properties=species:S:1:pos:R:3 method="wB97M-V/def2-TZVPD" spin_multiplicity=2 de_lowest_kj_mol=340.9 homo_ev="-17.9433 / -17.9431" orbital_gap_ev="6.06 / 5.89" total_charge=+3
V 1.00 -0.34 -0.18
P 0.72 0.36 2.03
C 0.75 2.12 1.59
C 1.27 2.53 0.33
N 1.30 1.60 -0.70
C 1.46 1.92 -2.00
C 2.01 3.15 -2.34
C 2.13 4.10 -1.32
C 1.69 3.83 -0.04
C 1.04 0.86 -2.99
P -0.39 -0.14 -2.34
H 1.64 4.58 0.76
H 2.31 3.32 -3.38
H 2.64 5.05 -1.53
H 0.69 1.31 -3.93
H 1.86 0.16 -3.25
H -3.75 4.03 2.63
H 0.69 2.87 2.38
H -5.25 0.34 -0.90
O -3.13 3.90 1.91
H -3.51 4.39 1.16
H -0.44 -0.32 -0.36
O -5.39 0.30 0.05
H -4.86 -0.47 0.32
C -1.80 0.93 -2.76
H -1.86 1.03 -3.86
H -2.74 0.44 -2.45
H -1.70 1.93 -2.33
C -0.63 -1.46 -3.58
H -1.56 -2.00 -3.33
H -0.73 -1.02 -4.58
H 0.22 -2.16 -3.57
C 2.27 0.02 2.96
H 2.29 0.68 3.84
H 2.33 -1.03 3.27
H 3.13 0.23 2.31
C -0.61 0.22 3.27
H -0.82 -0.84 3.47
H -0.30 0.71 4.21
H -1.52 0.69 2.87
C 1.34 -5.10 0.10
Si 1.57 -3.33 0.68
C 0.48 -3.13 2.21
C 3.35 -3.00 1.16
C 1.14 -2.28 -0.82
H 1.62 -5.80 0.90
H 1.95 -5.29 -0.79
H 0.29 -5.27 -0.18
H 0.41 -4.12 2.69
H 0.87 -2.44 2.96
H -0.55 -2.81 1.97
H 3.99 -3.18 0.29
H 3.55 -1.98 1.51
H 3.65 -3.70 1.96
H 1.95 -2.03 -1.53
H 0.22 -2.51 -1.39

***

(9)
82
Properties=species:S:1:pos:R:3 method="wB97M-V/def2-TZVPD" spin_multiplicity=1 de_lowest_kj_mol=31.9 homo_ev=-1.2513 orbital_gap_ev=5.21 total_charge=-2
Zr -0.77 0.41 -1.16
C -1.61 6.12 -2.29
S -0.63 5.19 -3.50
C -0.63 3.56 -2.80
S -1.46 3.20 -1.37
N 0.02 2.76 -3.59
N 0.11 1.45 -3.17
C 0.56 0.66 -4.07
C 0.95 -0.69 -3.72
C 1.48 -1.53 -4.68
C 1.99 -2.75 -4.28
C 1.85 -3.12 -2.95
C 1.21 -2.26 -2.07
N 0.78 -1.05 -2.44
H -1.67 7.13 -2.68
H -2.61 5.69 -2.21
H -1.13 6.10 -1.32
H 0.75 1.04 -5.07
H 1.50 -1.21 -5.71
H 2.44 -3.43 -5.00
H 2.20 -4.07 -2.59
H 1.02 -2.54 -1.05
O 0.74 1.26 -0.05
C 0.88 2.05 0.99
C 2.07 2.78 1.15
C 2.30 3.55 2.27
C 1.33 3.64 3.27
C 0.13 2.99 3.09
C -0.13 2.22 1.96
C -1.49 1.71 1.78
N -1.93 1.15 0.72
N -3.30 0.96 0.70
C -3.69 0.61 -0.50
O -2.87 0.49 -1.48
C -5.13 0.39 -0.72
C -5.58 0.07 -2.00
C -6.93 -0.13 -2.23
C -7.84 -0.03 -1.19
C -7.40 0.27 0.09
C -6.05 0.48 0.32
H 2.80 2.72 0.36
H 3.23 4.09 2.36
H 1.51 4.24 4.16
H -0.65 3.08 3.83
H -2.20 1.93 2.57
H -4.85 -0.05 -2.79
H -7.26 -0.40 -3.23
H -8.89 -0.20 -1.38
H -8.10 0.33 0.91
H -5.68 0.71 1.31
S -4.45 -3.32 -1.41
Sb -2.29 -3.04 -2.14
S -1.22 -1.73 -0.10
S -2.29 -0.89 -3.46
S -1.61 -1.47 -5.34
C 3.99 -0.08 0.69
P 2.54 -1.20 0.93
C 1.97 -0.76 2.62
C 2.79 -0.19 3.60
C 2.27 0.13 4.84
C 0.93 -0.11 5.12
C 0.11 -0.68 4.16
C 0.63 -0.99 2.91
C 3.46 -2.76 1.26
C 4.51 -3.13 0.41
C 5.14 -4.36 0.55
C 4.74 -5.24 1.54
C 3.69 -4.88 2.39
C 3.06 -3.66 2.24
H 4.89 -0.41 1.20
H 3.69 0.90 1.07
H 4.19 0.02 -0.38
H 3.83 0.00 3.39
H 2.91 0.59 5.59
H 0.53 0.16 6.09
H -0.93 -0.86 4.36
H -0.02 -1.40 2.14
H 4.82 -2.46 -0.38
H 5.95 -4.63 -0.12
H 5.23 -6.20 1.65
H 3.36 -5.57 3.16
H 2.24 -3.39 2.90

***

(10)
58
Properties=species:S:1:pos:R:3 method="wB97M-V/def2-TZVPD" spin_multiplicity=1 homo_ev=-3.6720 orbital_gap_ev=6.60 total_charge=-1
Ag 0.32 0.41 -0.20
C -0.88 -4.08 -1.03
C -0.50 -2.59 -1.06
N -1.03 -1.75 0.01
C -2.47 -1.52 -0.13
C -3.03 -0.51 0.86
C -0.65 -2.19 1.35
C 0.85 -2.29 1.59
N 1.50 -1.00 1.36
C 2.75 -0.84 1.79
C 3.37 0.45 1.76
F 2.64 1.51 1.34
C 4.64 0.71 2.20
F 5.09 1.98 2.15
C 5.48 -0.27 2.72
C 4.93 -1.53 2.75
F 5.69 -2.55 3.21
C 3.66 -1.82 2.32
F 3.31 -3.14 2.34
H -0.43 -4.58 -1.89
H -1.96 -4.22 -1.09
H -0.52 -4.57 -0.13
H -0.85 -2.15 -2.00
H 0.59 -2.50 -1.05
H -3.03 -2.46 -0.05
H -2.62 -1.13 -1.14
H -3.19 -0.94 1.85
H -3.99 -0.14 0.49
H -2.35 0.34 0.96
H -1.11 -3.16 1.60
H -1.04 -1.46 2.06
H 1.27 -3.09 0.96
H 0.96 -2.63 2.62
H 6.48 -0.05 3.07
C -1.71 4.25 1.60
C -1.31 3.02 0.84
N -0.38 2.25 1.27
O 0.21 2.70 2.45
C -1.98 2.66 -0.42
C -3.26 3.33 -0.84
N -1.43 1.73 -1.15
O -1.97 1.38 -2.27
H -0.83 4.74 2.00
H -2.35 3.98 2.45
H -2.26 4.95 0.96
H 0.97 2.11 2.50
H -3.97 3.40 -0.01
H -3.69 2.74 -1.65
H -3.09 4.35 -1.22
C -0.11 1.45 -4.75
C 0.46 0.07 -4.36
C 1.11 0.11 -3.05
N 1.59 0.13 -2.01
H -0.60 1.38 -5.72
H 0.69 2.19 -4.82
H -0.83 1.77 -4.00
H 1.19 -0.28 -5.09
H -0.34 -0.66 -4.31